# 1
C56H72ClF4N3O2P2S | wB97M-V/def2-TZVPD

Computed properties:
**Electronic energy**: -4432.199721 hartree
**LUMO level**: 0.10 eV
**Kohn-Sham gap**: 8.03 eV
**Max |F|**: 2.81 eV/A

Last column: Mulliken charge in e.
CARTESIAN COORDINATES (ANGSTROEM)
C1 1.82036 0.75070 2.51090  -1.11
C2 0.94674 0.47244 1.18577  0.48
O1 1.06047 -0.90290 0.78939  -0.30
C3 0.84852 -1.05218 -0.64056  -0.23
C4 2.22552 -0.65106 -1.31554  0.20
C5 3.46038 -1.41720 -0.61564  -0.59
N1 4.40926 -0.38353 -0.08850  -0.44
O2 -0.26210 -0.22394 -0.95409  0.76
C6 -0.78826 -0.42608 -2.26258  -1.24
N2 -1.35022 -1.76413 -2.52710  -0.37
C7 -1.83790 0.78270 -2.48827  -0.22
P1 -2.94016 0.51048 -4.03311  0.29
S1 -4.18901 -0.97057 -3.92872  -0.35
N3 -0.99919 1.99424 -2.66435  0.84
C8 -0.30252 2.09111 -3.96811  -1.40
C9 1.25093 2.52824 -3.82764  0.19
C10 1.59856 3.78881 -4.74809  -1.26
Cl1 1.73031 2.96914 -2.12493  -0.24
C11 -1.58608 3.24745 -2.27986  0.07
F1 -2.93270 3.42602 -2.70080  -0.33
F2 -0.95175 4.35211 -2.91547  -0.32
C12 -1.39836 3.62371 -0.71362  0.89
F3 -2.68022 3.93387 -0.23770  -0.28
F4 -0.55180 4.70067 -0.53218  -0.28
P2 -3.00515 0.76582 -1.00431  0.48
C13 -4.75869 1.32541 -1.38221  -0.94
C14 -3.20906 -0.88497 -0.16172  -0.90
H1 2.61336 -0.03414 2.66732  0.26
H2 1.11055 0.86486 3.37605  0.27
H3 2.38076 1.73658 2.40364  0.20
H4 -0.12196 0.76496 1.45592  0.17
H5 1.30838 1.21862 0.42217  -0.14
H6 0.70457 -2.15914 -0.79721  -0.25
H7 2.47748 0.44236 -1.26241  -0.26
H8 2.20532 -1.05646 -2.38330  0.44
H9 4.04332 -2.00295 -1.39892  0.30
H10 3.13156 -2.16155 0.16050  0.34
H11 4.92148 -0.73035 0.72510  0.21
H12 5.03973 -0.15700 -0.86259  0.21
H13 0.11091 -0.34551 -2.96844  0.35
H14 -1.53255 -1.86101 -3.53780  0.31
H15 -0.68743 -2.51602 -2.32223  0.26
H16 -3.70140 1.69199 -4.35362  0.03
H17 -2.12174 0.28092 -5.20476  0.17
H18 -0.84507 2.74498 -4.72835  0.53
H19 -0.21262 1.08951 -4.50051  0.55
H20 1.93365 1.68137 -4.15742  0.44
H21 0.81978 4.60231 -4.65977  0.27
H22 1.72704 3.47989 -5.82290  0.36
H23 2.56683 4.22145 -4.33723  0.35
H24 -1.02753 2.68751 -0.19013  -0.24
H25 -5.42928 0.40285 -1.42324  0.33
H26 -5.15689 1.96009 -0.54136  0.46
H27 -4.89736 1.83833 -2.37620  -0.03
H28 -3.90632 -0.76153 0.73000  0.43
H29 -2.25630 -1.35752 0.21136  0.05
H30 -3.68629 -1.61723 -0.87523  0.27
C15 7.11565 0.74800 4.73846  -0.41
C16 6.80797 0.46459 3.41213  -0.38
C17 6.03777 1.35411 2.67068  -0.19
C18 5.57139 2.52577 3.25708  -0.56
C19 5.87137 2.80481 4.58584  -0.52
C20 6.64464 1.91714 5.32637  -0.33
H31 7.72160 0.05759 5.31429  0.38
H32 7.16964 -0.45048 2.95565  0.37
H33 5.80061 1.13497 1.63603  0.38
H34 4.97310 3.22040 2.67860  0.42
H35 5.50290 3.71545 5.04490  0.37
H36 6.88035 2.13619 6.36188  0.43
C21 0.61555 -4.94851 0.88700  -0.10
C22 1.43833 -5.21292 -0.20346  -0.40
C23 1.65140 -6.52446 -0.61325  -0.19
C24 1.04502 -7.57289 0.07020  -0.33
C25 0.22997 -7.30937 1.16582  -0.41
C26 0.01384 -5.99777 1.57344  -0.76
H37 0.44410 -3.92460 1.20255  0.52
H38 1.91371 -4.39503 -0.73524  0.36
H39 2.29005 -6.72965 -1.46525  0.24
H40 1.20855 -8.59565 -0.25008  0.30
H41 -0.23802 -8.12727 1.70217  0.36
H42 -0.62333 -5.79257 2.42606  0.39
C27 0.76665 -1.07245 5.86222  -0.34
C28 -0.51581 -0.68705 6.23668  -0.53
C29 -0.73689 -0.13380 7.49339  -0.30
C30 0.32469 0.03039 8.37714  -0.48
C31 1.60546 -0.36360 8.00514  -0.23
C32 1.82666 -0.91342 6.74781  -0.61
H43 0.94075 -1.49758 4.88012  0.53
H44 -1.34361 -0.81702 5.54832  0.37
H45 -1.73625 0.16984 7.78423  0.37
H46 0.15339 0.46425 9.35579  0.37
H47 2.43285 -0.24095 8.69571  0.45
H48 2.82581 -1.21832 6.45720  0.39
C33 4.23869 -8.44597 -3.15890  -0.38
C34 5.06914 -8.54251 -4.26993  -0.37
C35 4.64806 -9.24321 -5.39462  -0.43
C36 3.39737 -9.85148 -5.40692  -0.33
C37 2.57062 -9.76265 -4.29258  -0.58
C38 2.99018 -9.05886 -3.16928  0.15
H49 4.56459 -7.89397 -2.28424  0.39
H50 6.04526 -8.07054 -4.25952  0.36
H51 5.29440 -9.31555 -6.26198  0.35
H52 3.06790 -10.39563 -6.28455  0.36
H53 1.59789 -10.24170 -4.29972  0.36
H54 2.34460 -8.98787 -2.30143  0.15
C39 4.14034 1.62130 10.58183  -0.39
C40 4.93583 1.22132 9.51296  -0.50
C41 6.18600 0.65981 9.74784  -0.31
C42 6.64321 0.50179 11.05175  -0.47
C43 5.85187 0.90996 12.11983  -0.36
C44 4.60009 1.46822 11.88548  -0.37
H55 3.16272 2.05311 10.39878  0.40
H56 4.58042 1.34680 8.49580  0.52
H57 6.80445 0.34508 8.91464  0.40
H58 7.61670 0.06171 11.23520  0.36
H59 6.21073 0.79216 13.13623  0.35
H60 3.98243 1.78429 12.71848  0.36
C45 -8.30985 2.78258 -4.72683  -0.08
C46 -9.54300 2.26970 -4.34009  -0.55
C47 -9.62350 0.99966 -3.77940  -0.30
C48 -8.47037 0.24030 -3.60923  -0.73
C49 -7.23774 0.74925 -4.00432  0.52
C50 -7.15779 2.02107 -4.56172  -0.64
H61 -8.24616 3.77539 -5.15810  0.38
H62 -10.44221 2.86062 -4.47498  0.36
H63 -10.58489 0.60128 -3.47481  0.36
H64 -8.53263 -0.74886 -3.16969  0.39
H65 -6.33648 0.15446 -3.87698  -0.10
H66 -6.19645 2.42006 -4.86827  0.34
C51 -7.39628 8.73313 -7.44272  -0.35
C52 -8.49627 7.88534 -7.37543  -0.40
C53 -8.57018 6.91916 -6.37830  -0.28
C54 -7.54142 6.79784 -5.45034  -0.35
C55 -6.43709 7.63962 -5.52303  -0.49
C56 -6.36489 8.60825 -6.51793  -0.35
H67 -7.34196 9.49069 -8.21623  0.35
H68 -9.29720 7.97820 -8.10040  0.35
H69 -9.42975 6.26030 -6.32403  0.37
H70 -7.59998 6.04636 -4.67108  0.42
H71 -5.63223 7.54122 -4.80305  0.38
H72 -5.50496 9.26610 -6.57321  0.35

=====

# 2
C56H72NO5PtSi | wB97M-V/def2-TZVPD

Computed properties:
**Electronic energy**: -3016.725594 hartree
**LUMO level (alpha / beta)**: 0.02 / -0.88 eV
**Kohn-Sham gap (alpha / beta)**: 6.66 / 6.01 eV
**Spin multiplicity**: 2
**Max |F|**: 2.56 eV/A

Last column: Mulliken spin population.
CARTESIAN COORDINATES (ANGSTROEM)
Pt1 -0.04807 0.16595 0.29576  0.15
C1 -1.87700 0.74096 -3.36155  0.00
O1 -1.22558 0.25759 -2.19220  0.05
C2 -1.15558 1.22444 -1.15961  0.08
C3 -2.48140 1.54183 -0.59520  0.28
C4 -3.47094 0.55697 0.03992  -0.02
C5 -3.20639 -0.91302 0.24928  0.01
C6 -4.00594 -1.92218 -0.27783  0.00
C7 -3.79471 -3.25802 0.05802  0.00
C8 -2.76170 -3.56070 0.95293  0.00
C9 -1.93536 -2.58719 1.48709  0.00
C10 -0.77625 -2.91417 2.41198  0.00
C11 0.56291 -3.14351 1.72761  0.01
C12 0.85548 -4.39926 1.20214  0.00
C13 2.03887 -4.65476 0.52436  0.00
C14 2.92950 -3.59667 0.34782  0.00
C15 2.68988 -2.32256 0.84541  0.01
C16 3.73431 -1.23918 0.62374  0.00
C17 3.38110 0.20833 0.30882  0.00
C18 4.18169 1.21610 0.83185  0.00
C19 4.03841 2.55958 0.49554  0.00
C20 3.02034 2.88200 -0.40550  0.00
C21 2.20521 1.91043 -0.96104  0.02
C22 1.13428 2.21445 -1.99699  0.00
C23 -0.29300 2.39224 -1.50284  0.18
C24 -0.82485 3.64829 -1.48168  -0.04
C25 -2.16253 3.91239 -1.11601  0.08
C26 -2.91638 2.84453 -0.61668  -0.09
C27 -2.78010 5.28019 -1.39097  0.08
C28 -4.19781 5.40572 -0.83199  0.01
C29 -2.84113 5.45456 -2.91899  0.03
C30 -1.93516 6.41508 -0.80188  0.03
C31 2.38006 0.55984 -0.60693  0.01
O2 1.54442 -0.33469 -1.13309  0.02
C32 4.94788 3.62479 1.11110  0.00
C33 6.35228 3.07341 1.39016  0.00
C34 5.09243 4.82916 0.17287  0.00
C35 4.35083 4.09386 2.44546  0.00
C36 1.51601 -2.14261 1.57299  0.00
O3 1.21593 -0.86711 2.01328  0.05
C37 1.70736 -0.47731 3.28976  0.00
C38 2.40359 -6.04107 -0.00524  0.00
C39 1.29104 -7.06246 0.23317  0.00
C40 2.66964 -5.97273 -1.51536  0.00
C41 3.66973 -6.53098 0.71146  0.00
C42 -2.19420 -1.26032 1.13505  0.00
O4 -1.42413 -0.27827 1.62288  0.03
C43 -4.64638 -4.39577 -0.50705  0.00
C44 -5.33645 -5.14242 0.64307  0.00
C45 -5.72679 -3.89118 -1.46376  0.00
C46 -3.74548 -5.37386 -1.27496  0.00
H1 -2.96434 0.64964 -3.26836  -0.01
H2 -1.53030 0.12578 -4.19082  0.00
H3 -1.62564 1.78577 -3.55856  -0.01
H4 -4.43052 0.68119 -0.46942  0.01
H5 -3.60695 0.96546 1.04787  0.02
H6 -4.80791 -1.64567 -0.95155  0.00
H7 -2.57944 -4.59597 1.22405  0.00
H8 -1.02233 -3.82517 2.96209  0.00
H9 -0.68644 -2.10358 3.13418  0.00
H10 0.11986 -5.18313 1.33187  0.00
H11 3.85132 -3.75886 -0.20186  0.00
H12 4.37492 -1.60911 -0.18432  0.00
H13 4.38017 -1.21869 1.50818  0.00
H14 4.95676 0.92136 1.53102  0.00
H15 2.85875 3.91354 -0.70108  0.00
H16 1.14585 1.40585 -2.73249  0.00
H17 1.40861 3.14128 -2.50384  0.01
H18 -0.18966 4.46709 -1.80325  0.01
H19 -3.91587 3.03222 -0.24343  0.00
H20 -4.88283 4.68989 -1.28976  0.00
H21 -4.57838 6.40707 -1.04138  0.00
H22 -4.21826 5.26187 0.25035  0.00
H23 -3.37795 4.62520 -3.38434  0.00
H24 -1.84021 5.49589 -3.35193  0.00
H25 -3.35935 6.38322 -3.16974  0.00
H26 -1.92919 6.37914 0.28794  -0.01
H27 -2.35211 7.37719 -1.10867  0.00
H28 -0.90277 6.38099 -1.15006  0.00
H29 6.79248 2.63013 0.49451  0.00
H30 6.34629 2.31777 2.17617  0.00
H31 7.00285 3.88356 1.72654  0.00
H32 5.35291 4.51177 -0.83849  0.00
H33 5.87751 5.49503 0.53739  0.00
H34 4.17192 5.41344 0.11755  0.00
H35 4.25050 3.25116 3.13355  0.00
H36 3.35842 4.52051 2.30063  0.00
H37 4.98696 4.84885 2.91640  0.00
H38 2.79957 -0.44132 3.28286  0.00
H39 1.36464 -1.17964 4.05310  0.00
H40 1.30751 0.51596 3.48192  0.00
H41 0.36191 -6.76786 -0.25945  0.00
H42 1.08842 -7.19849 1.29706  0.00
H43 1.59269 -8.02931 -0.17404  0.00
H44 1.77087 -5.65375 -2.05036  0.00
H45 2.95852 -6.95696 -1.89140  0.00
H46 3.47373 -5.27533 -1.75415  0.00
H47 3.50887 -6.57829 1.79016  0.00
H48 4.51457 -5.86588 0.52772  0.00
H49 3.94173 -7.52917 0.36002  0.00
H50 -5.95770 -4.46090 1.22698  0.00
H51 -4.61013 -5.59580 1.31844  0.00
H52 -5.97365 -5.93877 0.25066  0.00
H53 -6.41779 -3.20704 -0.96797  0.00
H54 -6.30556 -4.73806 -1.83734  0.00
H55 -5.29598 -3.37710 -2.32623  0.00
H56 -2.99386 -5.82174 -0.62342  0.00
H57 -3.22056 -4.86376 -2.08664  0.00
H58 -4.34196 -6.18146 -1.70661  0.00
O5 -0.44680 -1.88981 -0.57188  -0.01
N1 -0.33952 -2.35779 -1.79024  0.00
C47 -1.47743 -2.50212 -2.49631  0.00
C48 -1.45417 -3.02967 -3.76623  0.00
C49 -0.24228 -3.41267 -4.32415  0.00
C50 0.90877 -3.27372 -3.56932  0.00
C51 0.84189 -2.75391 -2.29209  0.00
H59 -2.36474 -2.17661 -1.97232  0.00
H60 -2.38681 -3.13543 -4.30205  0.00
H61 -0.20064 -3.82438 -5.32331  0.00
H62 1.87454 -3.57463 -3.95001  0.00
H63 1.67849 -2.61647 -1.63194  0.00
C52 1.07349 4.38693 4.39666  0.00
Si1 0.13819 4.43673 2.77711  -0.01
C53 -1.65627 4.88911 3.08768  0.00
C54 0.88515 5.69926 1.61568  0.00
C55 0.14982 2.80381 1.96783  0.00
C56 0.07069 1.78488 1.31668  0.01
H64 1.35420 5.39314 4.71698  0.00
H65 1.98619 3.79398 4.30720  0.00
H66 0.45743 3.94255 5.18109  0.00
H67 -1.77660 5.95319 3.30750  0.00
H68 -2.05848 4.32015 3.92855  0.00
H69 -2.25828 4.64758 2.20840  0.00
H70 0.71569 6.71285 1.98909  0.00
H71 0.41804 5.61255 0.63370  0.00
H72 1.95819 5.56278 1.48129  0.00

=====

Energy above the lowest of the compared OMol25 structures with the same formula, charge and spin, respectively: 265.7, 113.9 kJ/mol.